Record 1
Formula: C28H21Cl6O3P
Source: OMol25
Level of theory: ωB97M-V/def2-TZVPD

Geometry as XYZ:
```
59
Properties=species:S:1:pos:R:3:forces:R:3:nbo_charge:R:1
Cl 1.4936 0.4127 0.7782 -0.206 1.117 0.022 0.0980
C 1.9738 5.3888 0.9250 -1.521 -0.330 0.990 -0.2283
Cl 2.9422 5.3498 -0.4626 0.505 -0.196 -0.756 0.0149
C 0.5161 5.4558 0.7240 0.133 -0.168 0.787 0.4161
O -0.0434 5.1643 -0.3396 0.039 0.307 -0.473 -0.6908
C -0.2432 5.8787 1.9145 1.603 -0.428 -0.186 -0.2214
Cl -1.8340 6.4218 1.6590 -0.680 0.116 -0.091 0.0112
C 0.3234 5.8107 3.1753 0.984 -0.254 -0.833 -0.0536
Cl -0.5279 6.4085 4.5389 -0.282 -0.095 0.364 0.0161
C 1.6521 5.3295 3.3371 -0.325 0.348 -1.206 -0.2203
Cl 2.2430 4.9966 4.8966 0.389 -0.121 0.815 0.0069
C 2.4834 5.1630 2.1949 -1.245 0.603 0.481 -0.0607
Cl 4.1347 4.7392 2.4073 0.299 -0.084 0.038 0.0137
C 5.5429 -1.7356 0.3634 0.420 0.360 -0.012 -0.6304
C 4.3994 -2.3299 -0.4180 -0.036 0.155 0.406 -0.0697
O 3.2168 -1.7127 0.1827 -0.921 -0.451 -0.562 -0.4981
C 2.0309 -1.9138 -0.4045 0.833 -0.660 -0.911 0.7942
C 0.9321 -1.1786 0.3825 0.454 -0.833 0.124 -0.6618
P -0.7160 -1.2262 -0.4337 -0.742 0.331 -0.121 1.5687
C -0.6981 -0.7792 -2.1744 -0.009 0.020 -0.627 -0.4195
C -1.0753 -1.7275 -3.1453 -0.049 0.290 0.145 -0.1826
C -1.1865 -1.3423 -4.4839 0.123 0.001 0.074 -0.1559
C -0.8911 -0.0329 -4.8807 -0.016 -0.020 0.525 -0.1840
C -0.5050 0.9105 -3.9192 0.071 -0.295 0.111 -0.1896
C -0.4047 0.5407 -2.5720 -0.011 -0.003 -0.013 -0.1799
C -1.3432 -2.9036 -0.1642 -0.170 -0.573 0.017 -0.3281
C -2.7041 -3.2266 -0.3728 0.360 0.053 0.099 -0.1843
C -3.1545 -4.5299 -0.1441 0.095 0.098 -0.057 -0.2094
C -2.2747 -5.5239 0.3018 0.327 0.422 0.021 -0.1692
C -0.9316 -5.2017 0.5348 -0.327 0.165 -0.183 -0.1946
C -0.4701 -3.9071 0.2848 -0.070 -0.017 0.046 -0.1978
C -1.7759 -0.0553 0.4552 -0.270 0.130 0.162 -0.3363
C -2.5355 0.9434 -0.1841 0.159 -0.141 0.123 -0.1824
C -3.3089 1.8272 0.5757 0.033 -0.122 0.065 -0.1925
C -3.3652 1.7033 1.9668 0.263 -0.261 -0.197 -0.1530
C -2.6410 0.6851 2.6038 0.028 0.016 -0.258 -0.1869
C -1.8513 -0.1861 1.8526 -0.063 0.114 0.066 -0.2085
O 1.8452 -2.5939 -1.4012 -0.063 0.890 1.284 -0.5822
H 6.4737 -2.2622 0.1490 -0.030 0.030 -0.120 0.2227
H 5.6726 -0.6772 0.1074 0.003 -0.234 0.088 0.2265
H 5.3781 -1.8007 1.4426 -0.120 -0.078 -0.176 0.2243
H 4.4322 -2.0688 -1.4820 -0.073 -0.223 0.251 0.2054
H 4.3582 -3.4159 -0.2691 -0.254 0.234 -0.234 0.1904
H 0.8227 -1.7051 1.3434 -0.102 0.018 -0.281 0.2805
H -1.3025 -2.7493 -2.8351 0.085 0.284 -0.213 0.2298
H -1.5019 -2.0746 -5.2276 0.116 0.176 0.223 0.2193
H -0.9717 0.2594 -5.9302 0.011 -0.126 0.367 0.2304
H -0.2789 1.9366 -4.2153 -0.062 -0.327 0.160 0.2437
H -0.1181 1.2871 -1.8268 -0.053 -0.155 -0.255 0.2541
H -3.4026 -2.4565 -0.7097 0.191 -0.235 0.118 0.2338
H -4.2058 -4.7738 -0.3153 0.366 0.121 0.050 0.2323
H -2.6288 -6.5417 0.4712 0.069 0.331 -0.027 0.2310
H -0.2355 -5.9530 0.9027 -0.175 0.142 -0.124 0.2297
H 0.5876 -3.6875 0.4340 -0.425 -0.240 -0.019 0.2197
H -2.5228 1.0353 -1.2702 0.022 0.038 0.338 0.2334
H -3.8648 2.6236 0.0739 0.229 -0.312 0.179 0.2413
H -3.9677 2.3978 2.5551 0.227 -0.208 -0.197 0.2378
H -2.6843 0.5785 3.6882 0.033 0.030 -0.328 0.2316
H -1.2883 -0.9753 2.3586 -0.168 0.247 -0.079 0.2139
```
Positions in Å, forces in eV/Å.

As for the energy: -4407.74849 a.u. The calculation puts the lowest unoccupied orbital energy at -0.037 hartree. As for the spin multiplicity: 1.


Record 2
Formula: C17H24N6O3
Source: OMol25
Level of theory: ωB97M-V/def2-TZVPD

Geometry as XYZ:
```
50
Properties=species:S:1:pos:R:3:forces:R:3:nbo_charge:R:1
C 1.1715 0.7087 1.5026 0.108 -1.430 -0.330 -0.1277
C 0.2538 0.2550 0.3177 1.218 -0.742 0.412 0.7013
C 1.9493 -0.4943 2.0377 0.085 -2.925 0.510 -0.4337
C 2.8347 -1.2871 1.0274 -1.247 1.946 0.555 -0.0891
C 3.9641 -0.8569 0.3795 0.278 1.968 1.721 -0.0414
C 2.5627 -2.5906 0.5688 -0.157 -0.357 -1.288 -0.0966
C 3.6908 -2.8835 -0.2539 -1.352 -3.813 -0.143 0.1347
C 1.3960 -3.4244 0.5661 1.461 -0.973 -0.762 -0.1831
C 3.7845 -4.2093 -0.7583 2.402 0.557 -0.401 -0.2283
C 1.5327 -4.6703 -0.0612 -0.933 1.344 0.912 -0.2423
C 2.7112 -5.0557 -0.6298 2.476 -2.115 -1.330 -0.2256
C -1.6420 0.8215 -1.1534 0.495 0.014 -2.649 -0.1548
C -1.4001 -0.2453 -2.3726 -1.554 -0.119 1.053 0.7900
C -2.2310 2.1422 -1.7661 -4.058 -2.715 3.070 -0.4097
C -3.8369 2.1367 -1.4090 0.530 -0.220 -0.493 -0.4057
C -4.3216 2.5872 -0.0060 -2.080 -0.407 1.841 -0.2386
C -2.6932 3.9809 1.3384 -2.393 0.756 -0.337 0.5770
H 0.8170 1.5254 3.2813 0.363 0.325 0.734 0.3695
H -0.3971 0.5596 2.8390 0.407 0.025 -0.307 0.3659
H 1.8726 1.4761 1.2607 0.375 0.760 -0.689 0.2050
H 1.1119 -1.2166 2.4763 1.844 1.183 -1.048 0.2202
H 2.6491 -0.3546 2.9144 -1.045 0.833 -0.743 0.2311
H 4.4844 0.0932 0.5109 -0.246 -0.259 -0.108 0.2019
H 5.2497 -1.7255 -1.0549 -0.200 -0.117 0.387 0.4201
H 0.4269 -3.0968 0.9031 0.187 0.074 0.424 0.2351
H 4.8066 -4.5716 -1.1577 -1.932 0.563 0.379 0.2093
H 0.7489 -5.3825 -0.1520 -0.911 -0.156 0.276 0.2130
H 2.8960 -6.1227 -1.0073 -0.678 1.664 0.567 0.2143
H -0.0319 2.0992 -0.5803 -0.457 -0.511 0.605 0.4229
H -2.5709 0.3319 -0.6873 2.125 0.463 0.619 0.2473
H -2.0045 3.0154 -1.2832 1.660 2.002 1.493 0.2120
H -2.1648 2.3030 -2.7661 0.556 -0.206 -2.965 0.2307
H -4.3768 2.7446 -2.1419 0.255 -0.050 -0.102 0.2086
H -4.2656 1.0928 -1.4911 0.544 1.033 -0.231 0.2130
H -5.4723 2.7841 -0.0618 1.799 -1.219 -0.259 0.2160
H -4.1696 1.7234 0.7254 -0.350 0.940 -0.879 0.1705
H -4.3563 4.6415 0.2686 0.688 -0.325 0.896 0.3940
H -1.6370 5.3953 2.2031 1.479 -0.279 0.685 0.3404
H -0.9341 3.1402 1.7651 -0.229 -0.283 0.234 0.4121
H -2.1079 1.9756 1.4681 -0.354 -0.135 -0.137 0.3957
H 0.0772 -1.3250 -1.5162 -0.363 0.574 0.794 0.5229
N 0.2919 1.2309 2.4894 -1.398 0.692 0.639 -0.8428
N 4.5591 -1.8511 -0.3250 -0.152 -0.056 -0.432 -0.5274
N -0.4105 1.1657 -0.4092 -0.773 -0.124 -0.221 -0.6185
N -4.0053 3.8124 0.7690 1.598 -0.980 -1.429 -0.6335
N -2.4796 5.1303 1.7818 -1.195 1.978 -0.603 -0.7864
N -1.8535 2.9382 1.4050 1.017 -0.616 -0.222 -0.8525
O 0.0971 -0.9544 0.1476 -0.360 0.835 0.871 -0.6602
O -2.2301 -0.1674 -3.2613 1.692 -0.467 0.663 -0.5888
O -0.5826 -1.3257 -2.2189 -1.223 1.072 -2.234 -0.6878
```
Positions in Å, forces in eV/Å.

Its energy above the lowest of the compared OMol25 structures with the same formula, charge and spin is 91.6 kcal/mol. As for the energy: -1216.38863 a.u. The SMILES is [H]/N=C(\N)NCCC[C@H](NC(=O)[C@@H](N)Cc1c[nH]c2ccccc12)C(=O)O. The calculation puts the lowest unoccupied orbital energy at 0.010 hartree. As for the spin multiplicity: 1.


Record 3
Formula: C16H26ClF6N5NiO7S2
Source: OMol25
Level of theory: ωB97M-V/def2-TZVPD

Geometry as XYZ:
```
64
Properties=species:S:1:pos:R:3:forces:R:3:lowdin_spin:R:1
Ni 0.3854 0.0934 0.6297 -0.262 1.308 -0.305 1.7848
C 0.9584 -3.0370 3.2951 -0.018 -0.097 -0.304 -0.0004
F 0.8951 -4.3245 3.6098 -0.108 0.044 -0.096 -0.0001
F -0.1736 -2.4400 3.6487 0.074 -0.032 0.194 -0.0001
F 1.9744 -2.5076 3.9603 -0.093 0.175 -0.098 0.0000
S 1.2515 -2.8733 1.4201 1.358 -0.650 -0.391 0.0002
O 2.5643 -2.2868 1.3164 -1.114 0.471 0.147 -0.0007
O 1.1806 -4.2186 0.9006 -0.435 0.857 0.076 0.0017
N -0.0188 -1.8691 0.8433 2.217 -2.516 1.520 0.0247
S -1.2844 -2.8314 0.6721 -2.903 -0.339 -0.201 0.0045
O -1.3921 -3.9995 1.5071 0.701 0.682 -0.134 0.0050
O -2.4757 -2.0184 0.6560 0.580 0.152 -0.586 0.0002
C -1.0823 -3.5730 -1.0829 0.085 0.627 0.514 0.0013
F 0.0920 -3.2297 -1.6149 0.070 -0.084 -0.092 0.0000
F -1.1783 -4.8855 -1.0312 -0.002 -0.120 -0.078 0.0002
F -2.0372 -3.1038 -1.8969 -0.115 -0.014 0.027 0.0004
Cl 1.4484 0.7779 2.6166 -0.215 -0.198 -0.288 0.0699
C -3.7009 1.8452 1.2766 -0.310 0.603 0.076 0.0011
C -2.5252 1.1307 1.8768 0.091 -0.332 1.037 0.0030
O -1.5348 0.7954 1.2376 -0.119 0.150 -0.552 0.0236
N -2.6495 0.8848 3.1954 0.323 0.068 -0.095 -0.0012
C -1.7205 0.1086 3.9885 0.298 -0.472 0.185 -0.0003
H -4.3282 2.2847 2.0530 0.011 -0.080 0.050 0.0002
H -4.3396 1.1784 0.7001 0.207 -0.078 -0.094 0.0000
H -3.3679 2.6819 0.6622 0.085 -0.209 -0.206 0.0000
H -3.4765 1.1769 3.6839 -0.127 0.127 -0.277 -0.0001
H -2.3019 -0.6714 4.4828 0.232 -0.030 0.138 0.0000
H -1.1538 0.6914 4.7161 -0.353 0.260 0.051 0.0000
H -0.9426 -0.3519 3.3907 -0.302 0.067 -0.373 -0.0002
C -0.2625 0.2179 -3.6634 -0.413 -0.123 -0.104 -0.0002
C -1.2043 -0.0295 -2.5062 0.545 -0.001 0.393 0.0019
O -0.7966 -0.2221 -1.3648 -0.008 0.005 0.028 0.0170
N -2.5123 -0.0089 -2.7972 -0.342 0.151 -0.113 0.0003
C -3.5728 -0.1949 -1.8212 -0.409 -0.162 -0.385 0.0000
H -0.7786 0.7969 -4.4298 0.201 -0.019 -0.132 0.0000
H 0.0362 -0.7456 -4.0793 0.024 0.012 -0.025 0.0000
H 0.6297 0.7421 -3.3349 -0.064 0.040 0.161 0.0000
H -2.7919 0.0451 -3.7612 0.136 0.066 -0.021 0.0001
H -3.8833 -1.2368 -1.7795 0.189 -0.114 0.300 0.0000
H -4.4493 0.3639 -2.1568 0.120 0.170 0.051 0.0000
H -3.2680 0.1521 -0.8412 0.239 -0.177 -0.015 0.0000
C 3.1145 -0.9888 -2.4242 0.410 0.398 0.518 0.0003
C 3.1703 -0.4454 -1.0072 -0.779 -0.452 0.257 0.0035
O 2.1258 -0.2750 -0.3796 0.077 0.311 -0.497 0.0255
N 4.3594 -0.2353 -0.4506 0.614 -0.093 -0.497 -0.0013
C 4.5445 0.1369 0.9366 0.087 -0.299 0.607 -0.0001
H 2.7797 -0.1912 -3.0853 -0.144 -0.083 -0.059 0.0000
H 2.3961 -1.8039 -2.4023 -0.017 -0.020 -0.197 0.0000
H 4.0929 -1.3271 -2.7631 -0.073 -0.127 -0.060 0.0001
H 5.1499 -0.3933 -1.0526 0.119 0.016 0.229 0.0001
H 4.4692 1.2123 1.0817 -0.170 0.020 0.077 0.0000
H 5.5086 -0.1920 1.3271 0.182 0.047 -0.501 0.0000
H 3.8265 -0.4049 1.5495 -0.311 0.399 -0.126 -0.0001
N 0.5955 2.1246 -0.2495 -0.455 0.835 -0.100 0.0310
C 1.7411 2.8021 -0.1544 0.044 -0.439 0.286 0.0006
C 1.9693 4.0378 -0.7532 0.057 0.253 0.628 0.0010
C 0.9230 4.6676 -1.3862 -1.073 0.023 -0.218 -0.0014
C -0.3057 4.0142 -1.4306 0.023 -0.400 -0.055 0.0014
C -0.4218 2.7610 -0.8649 0.298 -0.698 0.090 0.0022
H 2.4521 2.3260 0.5129 0.254 0.055 -0.273 0.0000
H 2.8981 4.5622 -0.5739 0.113 -0.171 -0.135 0.0002
H 0.9297 5.6689 -1.7982 0.592 -0.017 -0.001 -0.0001
H -1.1787 4.4262 -1.9180 0.080 0.228 0.043 0.0003
H -1.3530 2.2092 -0.8919 -0.002 0.028 0.001 0.0002
```
Positions in Å, forces in eV/Å.

Its energy above the lowest of the compared OMol25 structures with the same formula, charge and spin is 0.0 kcal/mol. As for the energy: -4789.91994 a.u. The calculation puts the lowest unoccupied orbital energy (alpha / beta) at 0.010 / 0.010 hartree. As for the spin multiplicity: 3.


Record 4
Formula: C31H54Cl2O3P2Sc
Source: OMol25
Level of theory: ωB97M-V/def2-TZVPD

Geometry as XYZ:
```
93
Properties=species:S:1:pos:R:3:forces:R:3:lowdin_charge:R:1
P -0.7828 0.5720 -1.4550 1.238 -0.390 1.272 1.0082
C -0.6551 2.4107 -1.5744 0.192 -0.347 -0.380 -0.4402
C -0.9594 2.9356 -2.9758 -0.010 0.428 0.117 -0.2143
C -0.6383 4.4341 -3.0334 -0.092 -0.113 0.016 -0.2012
C -1.3589 5.2096 -1.9224 -0.008 0.027 -0.004 -0.2121
C -1.0812 4.6421 -0.5239 -0.044 -0.229 -0.223 -0.1914
C -1.4191 3.1459 -0.4645 -0.030 0.148 -0.050 -0.2040
C -2.4714 -0.0721 -1.1998 0.083 0.238 -0.426 -0.4540
C -3.3851 0.4186 -2.3136 -0.620 -0.353 0.096 -0.2185
C -4.7281 -0.3119 -2.1967 0.023 0.188 -0.004 -0.2040
C -5.3482 -0.1291 -0.8036 -0.034 0.006 0.039 -0.2094
C -4.3967 -0.5347 0.3317 0.142 0.125 -0.240 -0.1877
C -3.0523 0.1925 0.1993 0.074 -0.046 0.170 -0.1986
C -0.0807 -0.1699 -2.9984 -0.764 0.474 -0.344 -0.4443
C 1.3870 0.2481 -3.1933 0.051 -0.015 -0.109 -0.2489
C 1.9009 -0.2838 -4.5342 -0.185 -0.032 0.065 -0.1994
C 1.7436 -1.8046 -4.6451 0.017 -0.023 0.014 -0.2077
C 0.3130 -2.2621 -4.3395 -0.059 0.268 0.019 -0.2021
C -0.1910 -1.7009 -3.0092 0.149 -0.163 0.045 -0.2475
H 0.4247 2.5799 -1.3666 -0.478 -0.151 -0.145 0.0561
H -2.0168 2.7534 -3.2120 0.109 0.146 -0.037 0.1038
H -0.3651 2.4037 -3.7318 -0.138 0.112 0.160 0.0942
H -0.9145 4.8235 -4.0213 0.095 0.107 0.135 0.1025
H 0.4487 4.5569 -2.9127 -0.160 0.011 -0.062 0.1164
H -1.0702 6.2650 -1.9628 -0.053 -0.019 -0.023 0.0993
H -2.4403 5.1641 -2.1091 0.045 0.031 0.005 0.1089
H -0.0154 4.7663 -0.2808 -0.174 0.016 0.002 0.1187
H -1.6649 5.1832 0.2322 0.148 -0.039 -0.126 0.1085
H -1.1533 2.7302 0.5194 -0.075 -0.015 -0.336 0.0805
H -2.5012 3.0007 -0.5979 0.111 0.135 -0.041 0.1028
H -2.3553 -1.1697 -1.2682 0.069 0.349 -0.093 0.0818
H -4.5491 -1.3825 -2.3730 -0.073 0.122 -0.036 0.1132
H -2.9398 0.2310 -3.3016 -0.080 0.049 0.157 0.1049
H -3.5282 1.5068 -2.2193 -0.045 -0.230 -0.009 0.1052
H -5.4060 0.0520 -2.9776 -0.091 -0.149 0.107 0.1015
H -6.2768 -0.7055 -0.7344 -0.003 0.078 -0.026 0.0992
H -5.6133 0.9295 -0.6735 -0.011 -0.086 -0.019 0.1106
H -4.8462 -0.3219 1.3126 0.104 -0.065 -0.248 0.1129
H -4.2053 -1.6179 0.2837 -0.076 0.148 0.039 0.1167
H -2.3603 -0.1529 0.9780 -0.135 0.124 -0.302 0.0611
H -3.1774 1.2707 0.3723 -0.056 -0.243 -0.055 0.1086
H -0.6906 0.2325 -3.8296 0.328 -0.227 -0.136 0.1032
H 1.5127 1.3400 -3.1546 -0.076 -0.276 0.033 0.0923
H 2.0106 -0.1369 -2.3691 -0.276 0.043 -0.279 0.0592
H 1.3080 0.1905 -5.3274 0.113 -0.020 -0.059 0.1101
H 2.9472 0.0112 -4.6814 -0.142 -0.068 -0.006 0.1083
H 2.4386 -2.2923 -3.9473 -0.083 0.057 -0.031 0.1075
H 2.0220 -2.1297 -5.6528 0.062 -0.030 0.056 0.1001
H 0.2457 -3.3574 -4.3343 0.030 0.160 -0.048 0.1073
H -0.3553 -1.8883 -5.1259 0.059 -0.132 -0.100 0.1091
H -1.2199 -2.0385 -2.8255 0.182 0.116 -0.084 0.1004
H 0.4009 -2.1183 -2.1823 -0.145 0.172 -0.280 0.0357
Sc 0.8135 -0.1292 0.4404 -0.963 0.898 1.017 -0.0257
Cl -0.2137 -2.2975 0.1985 -0.233 -0.839 0.211 0.0744
Cl 2.4697 1.4054 -0.2833 0.819 0.392 -0.253 0.0378
C -0.1156 1.0365 1.9000 1.221 -1.012 -0.678 -0.2649
H 0.3825 2.0208 1.9451 -0.136 -0.029 -0.026 0.0003
C -0.8644 0.7663 3.0605 -0.330 -0.057 0.688 -0.3831
C -1.5095 -0.5063 3.3296 0.148 0.712 -0.235 -0.1113
C -2.3245 -0.6675 4.4454 0.290 0.033 -0.482 -0.1547
C -2.4768 0.3824 5.3567 -0.180 0.173 0.417 -0.1713
C -1.8034 1.6062 5.1756 0.277 -0.367 -0.568 -0.1377
C -0.9970 1.7917 4.0575 -0.523 -0.468 0.338 -0.0881
H -1.3283 -1.3159 2.6029 -0.232 0.332 0.493 0.0638
H -2.8413 -1.6298 4.5923 0.258 0.511 0.066 0.0955
H -1.9089 2.4164 5.8991 -0.037 -0.239 -0.055 0.0813
H -0.4452 2.7227 3.8873 -0.289 -0.256 0.136 0.0921
H -3.1102 0.2476 6.2248 -0.041 0.001 0.043 0.0650
C 4.4172 -4.0016 -0.6827 0.040 0.030 -0.209 -0.0814
C 3.2427 -3.7144 0.2201 -0.338 0.393 0.366 -0.2720
O 3.5433 -2.5662 1.0513 0.112 0.086 0.551 -0.3215
P 2.5670 -1.4805 1.8113 -0.053 0.272 0.181 0.7682
O 3.6186 -0.3563 2.3853 0.042 -1.251 -0.321 -0.3194
C 5.0388 -0.5733 2.3682 -0.555 0.319 -0.129 -0.2744
C 5.4295 -1.7472 3.2066 0.418 -0.654 0.310 -0.0916
O 1.9962 -2.2079 3.1578 0.837 0.204 -0.351 -0.2877
C 2.0812 -1.4736 4.4173 0.099 -0.256 -0.422 -0.2725
C 1.0556 -2.0151 5.3710 -0.324 0.130 0.342 -0.0671
H 4.4816 -3.2839 -1.5015 0.043 0.068 0.072 0.0726
H 4.2579 -4.9885 -1.1162 0.042 -0.074 -0.123 0.0732
H 5.3733 -4.0202 -0.1562 -0.133 0.051 0.122 0.0749
H 2.3373 -3.5345 -0.3724 0.086 0.072 0.212 0.0782
H 3.0587 -4.5833 0.8600 -0.059 0.220 0.126 0.1188
H 5.3312 -0.6880 1.3267 0.238 -0.083 -0.060 0.1112
H 5.4755 0.3463 2.7529 0.002 0.082 -0.020 0.1193
H 5.0146 -2.6833 2.8213 0.000 0.249 0.143 0.0714
H 6.5089 -1.8528 3.1966 0.361 -0.012 -0.025 0.0724
H 5.1431 -1.6252 4.2513 -0.106 0.073 -0.054 0.0684
H 3.0977 -1.6215 4.8111 -0.297 0.196 -0.146 0.0936
H 1.8850 -0.4112 4.2215 0.201 -0.206 0.087 0.1156
H 0.9334 -3.1027 5.3096 0.162 0.202 -0.066 0.0819
H 1.4058 -1.7566 6.3740 -0.197 -0.081 0.106 0.0748
H 0.0889 -1.5279 5.2088 0.121 -0.231 0.009 0.0564
```
Positions in Å, forces in eV/Å.

As for the energy: -3803.38666 a.u. The charge is -1. The calculation puts the lowest unoccupied orbital energy at 0.094 hartree. As for the spin multiplicity: 1.